91
Properties=species:S:1:pos:R:3:lowdin_charge:R:1 method="wB97M-V/def2-TZVPD" orbital_gap_ev=6.62 relative_energy_ev=0.0000 total_charge=+2 energy_ha=-3258.23760
W -0.458 0.546 0.189 0.749
C 1.051 3.288 2.988 -0.289
Sb 1.464 2.267 1.175 1.319
C 1.580 3.937 -0.124 -0.257
C 3.529 1.707 1.291 -0.281
C 4.207 2.069 0.000 -0.303
C 4.890 3.283 -0.073 -0.058
C 5.487 3.710 -1.245 -0.059
C 5.414 2.911 -2.377 -0.057
C 4.755 1.696 -2.312 -0.052
C 4.140 1.255 -1.139 -0.281
C 3.481 -0.095 -1.143 -0.293
Sb 1.437 -0.159 -1.829 1.346
C 1.547 1.166 -3.481 -0.269
C 1.577 -2.009 -2.846 -0.261
H 0.205 3.954 2.821 0.019
H 1.915 3.881 3.282 0.024
H 0.789 2.584 3.773 -0.019
H 2.315 4.649 0.246 0.026
H 0.599 4.410 -0.163 0.009
H 1.872 3.615 -1.122 0.009
H 3.579 0.644 1.522 0.039
H 3.958 2.260 2.126 0.072
H 4.962 3.899 0.817 0.119
H 6.017 4.653 -1.272 0.114
H 5.887 3.222 -3.299 0.114
H 4.738 1.056 -3.186 0.115
H 3.503 -0.580 -0.168 0.032
H 4.002 -0.754 -1.839 0.073
H 2.406 0.883 -4.086 0.019
H 1.670 2.192 -3.140 0.007
H 0.645 1.085 -4.083 0.007
H 2.407 -1.923 -3.547 0.028
H 0.653 -2.228 -3.373 0.000
H 1.774 -2.806 -2.133 0.008
F -1.552 -3.074 1.016 0.103
C -2.750 -2.847 0.469 -0.540
F -3.190 -3.961 -0.086 0.194
F -3.588 -2.556 1.500 0.132
C -2.783 -1.651 -0.517 -0.539
O -3.755 -1.550 -1.225 0.119
O -1.821 -0.795 -0.449 -0.255
C -5.430 -0.084 1.072 -0.019
N -4.044 0.361 1.277 0.014
C -3.242 0.239 2.312 -0.672
S -1.591 0.926 2.218 0.619
N -3.579 -0.229 3.499 -0.009
C -4.884 -0.654 4.010 -0.026
H -5.561 -0.225 0.003 0.094
H -6.135 0.661 1.436 0.099
H -5.603 -1.040 1.550 0.081
H -3.609 0.794 0.478 0.098
H -2.811 -0.278 4.149 0.119
H -5.111 -1.676 3.714 0.093
H -5.667 0.018 3.672 0.089
H -4.842 -0.601 5.094 0.100
S 0.945 -1.414 1.159 0.620
C 1.525 -1.139 2.739 -0.721
N 1.844 -2.251 3.462 0.097
C 2.382 -2.197 4.696 -0.002
C 2.603 -0.977 5.263 0.009
C 2.244 0.136 4.497 -0.056
N 1.728 0.065 3.280 0.041
H 1.661 -3.150 3.029 0.160
H 2.606 -3.142 5.171 0.153
H 3.033 -0.882 6.248 0.128
H 2.392 1.136 4.892 0.131
C -2.738 3.569 -0.738 -0.028
C -2.147 2.466 -1.586 -0.431
C -1.659 2.925 -2.936 -0.025
O -1.014 1.905 -0.839 -0.455
H -3.656 3.929 -1.203 0.102
H -2.044 4.406 -0.661 0.090
H -2.974 3.218 0.269 0.069
H -2.841 1.627 -1.701 0.139
H -0.880 3.681 -2.826 0.095
H -2.491 3.367 -3.485 0.103
H -1.278 2.090 -3.520 0.071
C -0.661 -5.640 -2.565 -0.145
C -1.982 -5.127 -3.132 -0.145
C -1.802 -3.624 -3.008 -0.180
O -1.009 -3.416 -1.822 -0.200
C -0.420 -4.665 -1.422 -0.199
H 0.130 -5.560 -3.313 0.118
H -0.705 -6.673 -2.225 0.120
H -2.820 -5.460 -2.517 0.118
H -2.162 -5.441 -4.158 0.121
H -2.738 -3.078 -2.899 0.110
H -1.262 -3.223 -3.874 0.113
H -0.901 -5.008 -0.502 0.108
H 0.639 -4.498 -1.212 0.105

91
Properties=species:S:1:pos:R:3:lowdin_charge:R:1 method="wB97M-V/def2-TZVPD" orbital_gap_ev="6.58 / 6.58" relative_energy_ev=0.9469 total_charge=+2 energy_ha=-3258.20280
W -0.744 0.864 0.451 1.091
C 1.466 -0.063 3.848 -0.242
Sb 1.770 0.887 1.981 1.357
C 2.750 2.650 2.655 -0.264
C 3.505 -0.178 1.294 -0.290
C 4.351 0.585 0.320 -0.287
C 5.436 1.323 0.790 -0.046
C 6.257 2.030 -0.073 -0.054
C 6.008 1.995 -1.437 -0.055
C 4.938 1.258 -1.917 -0.052
C 4.097 0.555 -1.057 -0.302
C 2.929 -0.191 -1.631 -0.280
Sb 1.158 1.028 -1.626 1.307
C 1.967 2.980 -1.561 -0.258
C 0.547 0.880 -3.646 -0.260
H 0.762 -0.882 3.730 -0.016
H 1.094 0.659 4.571 0.023
H 2.425 -0.456 4.183 0.034
H 3.670 2.326 3.141 0.026
H 2.126 3.156 3.391 0.021
H 3.007 3.318 1.836 0.014
H 3.176 -1.143 0.916 0.033
H 4.057 -0.359 2.219 0.076
H 5.658 1.319 1.851 0.116
H 7.099 2.587 0.315 0.115
H 6.653 2.525 -2.124 0.115
H 4.758 1.214 -2.986 0.121
H 2.700 -1.123 -1.117 0.032
H 3.100 -0.419 -2.683 0.072
H 2.677 3.096 -2.377 0.027
H 2.487 3.135 -0.617 0.006
H 1.152 3.693 -1.664 0.014
H 1.226 1.494 -4.234 0.034
H -0.470 1.242 -3.772 -0.009
H 0.613 -0.158 -3.959 -0.006
F -2.131 -1.125 3.325 0.125
C -2.234 -0.077 4.170 -0.546
F -3.530 0.240 4.256 0.177
F -1.801 -0.464 5.358 0.194
C -1.434 1.141 3.645 -0.526
O -1.012 1.971 4.403 0.143
O -1.348 1.169 2.352 -0.248
C -2.436 -4.189 -0.533 -0.038
N -1.512 -3.077 -0.387 -0.020
C -0.780 -2.870 0.691 -0.695
S 0.390 -1.579 0.688 0.618
N -0.887 -3.686 1.731 0.003
C -0.091 -3.623 2.953 -0.058
H -2.858 -4.154 -1.534 0.094
H -3.257 -4.125 0.186 0.102
H -1.925 -5.148 -0.417 0.104
H -1.361 -2.461 -1.190 0.077
H -1.527 -4.461 1.650 0.133
H -0.365 -2.755 3.547 0.058
H 0.971 -3.593 2.719 0.085
H -0.300 -4.519 3.530 0.103
S -1.796 2.187 -1.421 0.718
C -1.759 2.745 0.209 -0.907
N -2.784 3.407 0.911 0.100
C -2.502 4.360 1.794 -0.004
C -1.201 4.696 2.108 -0.004
C -0.202 3.903 1.564 -0.088
N -0.450 2.995 0.632 -0.160
H -3.743 3.163 0.714 0.140
H -3.351 4.843 2.259 0.157
H -0.986 5.481 2.814 0.125
H 0.826 4.008 1.882 0.097
C -4.340 0.624 0.920 -0.037
C -3.575 -0.562 0.368 -0.440
C -4.143 -1.001 -0.966 -0.030
O -2.171 -0.290 0.206 -0.448
H -5.330 0.295 1.238 0.108
H -4.479 1.365 0.129 0.074
H -3.839 1.058 1.782 0.062
H -3.616 -1.385 1.088 0.139
H -4.048 -0.196 -1.696 0.083
H -5.200 -1.240 -0.850 0.105
H -3.634 -1.884 -1.347 0.047
C -0.235 -2.995 -4.809 -0.144
C -1.752 -2.834 -4.869 -0.141
C -1.973 -1.679 -3.910 -0.172
O -0.976 -1.839 -2.872 -0.233
C 0.050 -2.748 -3.336 -0.185
H 0.249 -2.238 -5.429 0.119
H 0.112 -3.972 -5.138 0.125
H -2.249 -3.737 -4.506 0.119
H -2.124 -2.621 -5.869 0.126
H -2.956 -1.669 -3.445 0.104
H -1.812 -0.718 -4.405 0.116
H -0.013 -3.673 -2.754 0.121
H 1.026 -2.296 -3.145 0.108

88
Properties=species:S:1:pos:R:3:lowdin_charge:R:1 method="wB97M-V/def2-TZVPD" orbital_gap_ev=7.34 relative_energy_ev=0.0043 energy_ha=-3161.62508
Pt -0.331 -0.276 -0.111 0.861
C -4.220 1.938 -2.469 -0.113
C -3.383 0.739 -2.018 -0.507
C -2.725 0.106 -3.242 -0.117
P -2.158 1.073 -0.664 0.989
C -1.661 2.857 -0.792 -0.515
C -2.676 3.827 -0.188 -0.101
C -0.289 3.080 -0.146 -0.135
C -3.086 0.891 0.869 -0.307
C -4.454 1.115 1.002 -0.054
C -5.131 0.838 2.178 -0.282
C -6.614 1.055 2.307 -0.056
C -4.380 0.294 3.220 -0.036
C -3.022 0.071 3.114 -0.025
C -2.321 0.405 1.941 -0.301
N -0.957 0.208 1.760 -0.158
C -0.113 0.058 2.855 -0.309
C -0.332 0.706 4.082 -0.036
C 0.511 0.503 5.154 -0.037
C 1.623 -0.333 5.064 -0.277
C 2.549 -0.539 6.233 -0.055
C 1.879 -0.909 3.831 -0.058
C 1.045 -0.718 2.728 -0.286
P 1.501 -1.183 1.030 0.986
C 3.208 -0.465 1.029 -0.503
C 4.184 -0.884 -0.063 -0.109
C 3.111 1.058 1.138 -0.105
C 1.654 -3.009 0.913 -0.538
C 2.607 -3.639 1.926 -0.102
C 0.263 -3.633 1.002 -0.118
H -4.864 1.625 -3.293 0.084
H -3.590 2.747 -2.841 0.076
H -4.862 2.338 -1.686 0.053
H -4.050 0.004 -1.555 0.111
H -2.129 0.860 -3.766 0.082
H -3.497 -0.237 -3.933 0.085
H -2.086 -0.731 -2.972 0.044
H -1.582 3.045 -1.869 0.100
H -2.849 3.592 0.863 0.080
H -3.636 3.820 -0.699 0.058
H -2.277 4.842 -0.241 0.083
H -0.353 2.960 0.938 0.080
H 0.051 4.099 -0.350 0.085
H 0.463 2.372 -0.501 0.023
H -5.015 1.498 0.158 0.095
H -6.969 1.790 1.584 0.073
H -6.875 1.413 3.303 0.076
H -7.169 0.129 2.137 0.080
H -4.881 0.016 4.141 0.115
H -2.501 -0.389 3.940 0.108
H -1.166 1.386 4.186 0.112
H 0.308 1.019 6.086 0.114
H 2.012 -0.462 7.179 0.074
H 3.346 0.208 6.246 0.081
H 3.021 -1.521 6.194 0.075
H 2.773 -1.512 3.729 0.099
H 3.597 -0.850 1.976 0.085
H 3.919 -0.442 -1.019 0.024
H 4.227 -1.964 -0.195 0.066
H 5.177 -0.531 0.228 0.084
H 2.664 1.472 0.234 0.042
H 4.117 1.475 1.230 0.085
H 2.532 1.373 2.008 0.071
H 2.051 -3.151 -0.096 0.069
H 2.244 -3.507 2.947 0.067
H 3.616 -3.231 1.856 0.070
H 2.673 -4.713 1.741 0.081
H -0.185 -3.451 1.983 0.078
H 0.330 -4.714 0.860 0.079
H -0.409 -3.225 0.245 0.049
C 2.755 -1.199 -4.822 -0.064
C 1.637 -0.562 -4.001 -0.589
O 0.596 -0.211 -4.905 -0.040
P 2.246 0.971 -3.211 0.493
O 0.918 1.854 -3.117 -0.117
O 3.060 1.771 -4.338 -0.105
O 2.993 0.818 -1.955 -0.268
P 1.052 -1.783 -2.744 0.350
O 0.335 -2.791 -3.783 -0.119
O 2.143 -2.413 -1.983 -0.277
O -0.115 -1.156 -1.972 -0.526
H 3.065 -0.518 -5.614 0.082
H 2.377 -2.113 -5.278 0.089
H 3.605 -1.453 -4.187 0.091
H -0.224 -0.125 -4.405 0.057
H 1.064 2.608 -2.531 0.076
H 3.997 1.541 -4.329 0.091
H -0.294 -3.372 -3.340 0.084